Entry from the OMol25 dataset: a structure of composition C50H67AgN4O4SSb at a distorted geometry (ωB97M-V/def2-TZVPD).

Computed properties:
Spin multiplicity: 2
Calculated total energy, eV: -88457.2980
Charge: -2
Maximum force, eV/A: 1.15
Energy above the lowest of the compared OMol25 structures with the same formula, charge and spin, kJ/mol: 77.6
Gap between HOMO and LUMO (spin up / spin down), eV: 4.4 / 6.2
LUMO (spin up / spin down), eV: 4.34 / 4.33

Positions of all 128 atoms, in Å:
Ag  0.180  -1.525  0.297
C  2.220  4.217  -2.563
C  1.084  3.750  -1.655
C  0.114  4.908  -1.434
O  1.620  3.304  -0.426
C  1.240  1.940  -0.173
C  0.496  1.494  -1.422
O  0.389  2.670  -2.243
C  1.203  0.288  -2.149
O  1.653  -0.608  -1.233
C  0.191  -0.336  -3.134
C  -0.654  0.414  -3.957
C  -1.479  -0.211  -4.884
C  -1.499  -1.596  -4.987
C  -0.708  -2.351  -4.130
C  0.132  -1.723  -3.218
C  2.422  0.837  -2.945
C  3.645  0.884  -2.276
C  4.800  1.341  -2.894
C  4.762  1.747  -4.223
C  3.556  1.693  -4.907
C  2.398  1.254  -4.275
C  0.406  1.740  1.156
O  -0.298  0.576  1.133
C  -0.537  2.967  1.287
C  -1.833  2.846  0.800
C  -2.729  3.906  0.863
C  -2.339  5.116  1.420
C  -1.049  5.246  1.919
C  -0.155  4.186  1.846
C  1.391  1.775  2.347
C  2.621  2.432  2.328
C  3.464  2.404  3.434
C  3.094  1.716  4.582
C  1.870  1.056  4.611
C  1.035  1.086  3.503
H  2.652  5.134  -2.157
H  1.824  4.406  -3.562
H  2.992  3.453  -2.628
H  0.608  5.692  -0.859
H  -0.757  4.557  -0.884
H  -0.209  5.300  -2.402
H  2.146  1.349  -0.057
H  -0.501  1.148  -1.142
H  -0.672  1.493  -3.861
H  -2.122  0.387  -5.523
H  -2.133  -2.081  -5.722
H  -0.740  -3.434  -4.172
H  0.758  -2.300  -2.550
H  3.667  0.525  -1.257
H  5.727  1.381  -2.332
H  5.660  2.088  -4.724
H  3.515  1.995  -5.948
H  1.471  1.235  -4.832
H  -2.124  1.890  0.388
H  -3.736  3.783  0.479
H  -3.030  5.951  1.463
H  -0.738  6.183  2.369
H  0.849  4.312  2.230
H  2.924  2.982  1.444
H  4.416  2.921  3.393
H  3.751  1.698  5.444
H  1.568  0.510  5.498
H  0.084  0.567  3.510
C  -3.176  -4.010  -0.897
C  -3.775  -3.401  0.375
C  -3.357  -4.284  1.547
C  -5.295  -3.376  0.273
Sb  -2.935  -1.305  0.472
C  -4.594  -0.362  -1.273
C  -4.174  -1.082  -2.535
C  -4.073  1.064  -1.312
C  -6.105  -0.338  -1.136
C  -3.248  -0.915  2.669
C  -4.622  -1.312  3.204
C  -2.123  -1.646  3.394
C  -3.071  0.587  2.868
H  -3.545  -5.037  -1.037
H  -2.087  -4.041  -0.830
H  -3.434  -3.426  -1.780
H  -3.730  -5.306  1.380
H  -3.762  -3.941  2.499
H  -2.272  -4.340  1.628
H  -5.692  -4.403  0.260
H  -5.602  -2.878  -0.643
H  -5.753  -2.849  1.114
H  -3.089  -1.214  -2.574
H  -4.467  -0.505  -3.427
H  -4.645  -2.065  -2.617
H  -2.984  1.080  -1.412
H  -4.345  1.610  -0.404
H  -4.487  1.613  -2.175
H  -6.545  -1.335  -1.172
H  -6.547  0.235  -1.969
H  -6.416  0.137  -0.202
H  -4.795  -2.388  3.172
H  -5.415  -0.826  2.627
H  -4.721  -0.989  4.251
H  -2.180  -2.728  3.279
H  -2.151  -1.414  4.469
H  -1.152  -1.330  3.001
H  -3.812  1.155  2.295
H  -2.079  0.894  2.535
H  -3.188  0.850  3.930
C  3.461  -3.339  2.241
N  4.935  -3.364  2.352
C  5.476  -3.600  1.008
N  5.054  -2.589  0.044
C  3.575  -2.578  -0.002
N  2.996  -2.312  1.319
C  3.480  -1.012  1.779
N  4.956  -0.972  1.866
C  5.368  -2.030  2.786
C  5.498  -1.285  0.540
H  3.038  -3.153  3.232
H  3.120  -4.316  1.897
H  5.131  -4.580  0.669
H  6.569  -3.601  1.067
H  3.226  -3.553  -0.349
H  3.228  -1.810  -0.696
H  3.071  -0.800  2.769
H  3.135  -0.249  1.080
H  4.930  -1.828  3.767
H  6.460  -2.026  2.874
H  6.591  -1.283  0.603
H  5.178  -0.515  -0.163
S  0.375  -4.415  1.379
C  0.038  -3.536  0.085